(1)
Computed, not measured: C31H33BrIrN5O2S as an isolated structure, with wB97M-V/def2-TZVPD.

XYZ file:
```
74
Properties=species:S:1:pos:R:3:forces:R:3
Ir -0.81810 -0.90006 -0.17507 0.26 -0.05 1.17
Br 3.68902 -0.69441 -6.16846 -0.69 0.19 0.77
C 2.23854 -0.60478 -4.88231 -1.86 -0.51 -1.05
C 0.90108 -0.86142 -5.30805 0.76 0.63 0.11
C -0.04939 -0.86684 -4.27704 -1.54 -0.31 -3.04
C 0.18838 -0.67322 -2.98075 0.95 0.57 3.56
O -0.84059 -0.68562 -2.10853 -1.13 -0.07 -0.24
C 1.49658 -0.41001 -2.49422 -0.36 -0.06 -2.05
C 1.89455 -0.21034 -1.17656 -0.77 -0.25 2.00
N 1.08532 -0.26927 -0.03506 2.70 -0.12 -0.38
C 1.67707 -0.19881 1.26018 -0.11 0.92 -2.75
C 2.98503 0.22671 1.53101 0.48 -0.93 0.77
C 3.48562 0.10720 2.82398 -3.17 -0.58 3.06
C 2.56130 -0.17034 3.88441 1.26 -0.25 -1.13
C 1.19232 -0.43700 3.69418 1.53 0.65 -3.18
C 0.25311 -0.63620 4.65768 -3.80 -0.40 -0.71
C -1.10368 -0.73018 4.22616 0.70 0.78 2.03
C -1.44857 -0.74058 2.89037 0.23 -0.18 0.43
N -0.50847 -0.69263 1.96759 -0.90 0.14 -1.69
C 0.76763 -0.43272 2.29703 0.05 -0.66 2.00
C 2.44567 -0.36277 -3.55315 0.95 -0.30 0.49
H 0.58399 -0.90758 -6.37265 0.45 -0.21 1.01
H -1.11240 -0.96950 -4.52038 0.37 -0.14 -0.12
H 2.94409 -0.14911 -1.00688 0.69 0.16 0.13
H 3.75426 0.51853 0.85958 -0.10 0.08 -1.29
H 4.48407 0.22272 3.20102 0.51 0.33 -0.73
H 2.89137 -0.28940 4.88660 0.61 0.14 0.72
H 0.41428 -0.70603 5.70180 0.61 0.17 0.78
H -1.90948 -0.61616 4.98373 0.66 -0.58 -0.63
H -2.48351 -0.79059 2.59292 -0.02 -0.07 -0.27
H 3.45930 -0.24286 -3.28611 1.12 0.32 0.50
N -8.32771 -0.52384 -0.12023 0.90 -0.15 0.42
C -7.18534 -0.69628 -0.05260 0.99 -0.31 -1.08
C -5.70623 -0.85549 -0.24361 -0.25 0.23 0.89
C -4.95382 -1.86345 0.37592 -1.62 -1.52 1.70
C -3.57044 -1.90270 0.38773 -0.87 3.09 -0.99
C -2.86982 -0.81277 -0.20441 -0.32 -1.17 -0.14
C -3.61234 0.16222 -0.85934 0.62 0.71 -0.89
C -4.98642 0.16630 -0.87322 -1.46 -0.41 0.62
H -5.49333 -2.61168 1.04997 0.64 0.93 -1.26
H -3.05637 -2.56932 0.99607 0.75 -1.45 0.68
H -3.12970 0.96838 -1.42999 0.07 -0.36 0.55
H -5.59971 0.97734 -1.23366 0.37 0.28 -0.48
C 1.13957 4.29789 3.24771 -0.09 0.06 -0.46
C 1.23239 2.93655 2.55552 0.12 -0.28 -0.15
N 1.48306 3.04495 1.11980 -2.18 -0.55 -0.49
C 0.57866 2.64048 0.14101 1.47 1.13 2.26
S -0.97831 2.19836 0.50409 -0.97 -0.25 0.06
N 1.00756 2.71553 -1.09821 0.39 -0.98 -2.21
C 2.31120 3.15695 -1.56415 -0.02 2.07 -0.63
C 2.31389 4.72818 -1.52130 1.51 -0.52 -0.11
H 0.64323 4.17237 4.20675 0.21 0.14 0.21
H 0.55536 5.02163 2.66358 -0.15 -0.45 0.00
H 2.10749 4.77476 3.35398 0.29 -0.07 0.33
H 0.28060 2.40536 2.71980 0.49 0.08 -0.30
H 2.06977 2.29471 2.90416 -0.64 0.56 0.43
H 2.42946 3.20438 0.88652 0.77 0.09 -0.51
H 0.39105 2.29122 -1.79437 0.25 0.33 0.48
H 2.48035 2.91186 -2.61900 -0.43 -0.55 0.32
H 3.17196 2.75258 -1.01852 -0.33 -0.10 0.17
H 1.54182 5.17867 -2.14426 -0.17 -0.27 0.21
H 3.28472 5.14499 -1.87703 -0.52 -0.43 0.15
H 2.23133 5.02602 -0.48590 -0.36 0.40 0.18
C -1.77341 -4.17581 -1.57671 0.40 0.27 -0.11
C -0.39608 -3.72521 -1.08954 -0.38 -1.00 -0.60
C 0.36034 -4.90834 -0.55294 0.69 0.14 2.00
O -0.63119 -2.92730 0.02562 -0.11 1.65 0.74
H -1.85955 -5.03496 -2.24141 0.55 -0.24 0.22
H -2.21951 -3.37197 -2.12106 -0.72 0.73 -0.04
H -2.25991 -4.35706 -0.62104 -0.65 -0.18 -0.29
H 0.21027 -3.11471 -1.79011 -0.34 -0.73 -0.20
H -0.17584 -5.35143 0.37475 0.92 1.04 -1.33
H 1.34387 -4.45379 -0.29165 -0.41 -0.96 0.33
H 0.49867 -5.74232 -1.20172 0.16 -0.39 -0.92
```
Positions in Å, forces in eV/Å.

The value obtained for the total energy is -4701.713141 Eh. Its spin multiplicity is 5. Its expectation value of S² is 6.078. For the HOMO-LUMO gap (alpha / beta), the calculation gives 5.2 / 6.0 eV. The calculation puts the lowest unoccupied orbital energy (alpha / beta) at -0.0353 / -0.0749 Eh.

=====

(2)
Computed, not measured: C31H33F10KN6O8P2 as an isolated structure, with wB97M-V/def2-TZVPD.

XYZ file:
```
91
Properties=species:S:1:pos:R:3:forces:R:3
K -0.14650 1.09694 -0.31177 -0.15 -0.77 2.30
C -4.86718 0.25871 1.12875 -0.03 -0.05 0.23
N -3.53156 0.04847 0.63223 -0.04 0.64 -0.29
C -3.33104 -1.32727 0.22531 0.35 -0.13 0.15
C -2.88260 -2.24390 1.38726 -0.17 -0.14 -0.26
N -1.44385 -2.46351 1.38382 0.26 0.20 0.16
C -0.88376 -3.00306 2.44908 -0.03 -0.10 -0.35
C -1.49346 -3.55133 3.62731 0.06 0.01 0.06
F -2.85058 -3.58362 3.73194 -0.07 -0.08 0.17
C -0.79872 -4.12308 4.67387 -0.12 0.01 -0.02
F -1.48218 -4.60515 5.73514 -0.05 -0.01 0.03
C 0.57505 -4.24511 4.66437 -0.01 -0.02 0.00
F 1.25450 -4.79473 5.70451 0.02 -0.02 0.04
C 1.23063 -3.76776 3.54089 0.06 0.02 -0.12
F 2.57840 -3.89420 3.47262 0.01 0.08 -0.02
C 0.54833 -3.18610 2.50381 -0.17 0.10 0.01
F 1.29079 -2.76219 1.45154 0.04 0.06 -0.17
C -3.18253 1.07860 -0.36040 0.03 -0.24 0.39
C -2.96291 2.45252 0.28355 0.15 0.11 0.38
N -1.82270 2.39927 1.18226 -0.45 0.14 0.07
C -1.61778 3.28619 2.12159 0.08 -0.04 -0.15
C -2.34820 4.45227 2.52392 -0.01 0.05 0.04
F -3.43380 4.86574 1.80535 -0.05 -0.07 0.01
C -1.99154 5.25377 3.59182 -0.03 0.02 -0.07
F -2.76760 6.31793 3.90329 -0.03 0.01 0.00
C -0.85769 5.02133 4.34427 -0.04 0.06 -0.03
F -0.53983 5.79204 5.42020 -0.01 -0.01 0.00
C -0.06561 3.94633 3.96228 0.10 -0.10 -0.06
F 1.07804 3.69968 4.64465 -0.01 -0.01 -0.01
C -0.41759 3.14964 2.90794 -0.04 -0.10 0.02
F 0.42836 2.14531 2.56292 0.09 0.01 0.09
H -4.96801 1.24292 1.58925 0.00 -0.07 -0.01
H -5.10100 -0.48964 1.88865 -0.01 0.00 0.00
H -5.62429 0.17414 0.32284 -0.03 -0.01 0.00
H -2.55153 -1.34112 -0.52496 0.20 -0.05 -0.12
H -4.23758 -1.73829 -0.26259 -0.02 0.04 0.07
H -3.41412 -3.20274 1.27088 -0.05 0.02 0.07
H -3.23229 -1.79791 2.32520 -0.05 0.06 -0.08
H -3.95719 1.18405 -1.14249 0.00 -0.10 -0.01
H -2.26325 0.77276 -0.86819 -0.71 -0.10 -0.11
H -3.89175 2.75759 0.78266 0.04 0.05 -0.08
H -2.78889 3.17291 -0.52964 -0.06 -0.04 -0.01
C 1.45505 2.67034 -5.01220 0.10 0.05 0.03
C 1.22457 2.22713 -3.57379 -0.21 -0.18 0.21
O 2.39968 2.49167 -2.80687 0.10 0.05 -0.21
P 0.93572 0.41761 -3.48147 0.17 -0.27 -0.02
O 2.19116 -0.27194 -4.23063 -0.19 0.14 -0.05
O -0.21441 0.07549 -4.49496 -0.10 0.10 -0.08
O 0.80188 -0.05944 -2.08503 0.60 -0.51 -1.39
P -0.32641 2.97675 -2.86807 -0.11 0.20 -0.24
O -0.41610 4.45291 -3.55115 0.03 -0.12 -0.06
O -1.43350 2.12576 -3.42579 0.10 -0.02 -0.09
O -0.14111 3.14690 -1.40170 0.12 1.03 -0.80
H 2.13337 1.99319 -5.53429 0.03 0.03 0.02
H 1.88983 3.66981 -4.99116 -0.04 0.01 -0.01
H 0.51350 2.71477 -5.55881 0.01 -0.04 0.01
H 2.19821 2.42350 -1.85611 -0.12 -0.09 0.00
H 2.97711 -0.12313 -3.69377 0.11 -0.01 0.06
H -0.95204 0.71974 -4.25762 0.15 -0.01 0.07
H -0.31350 5.08715 -2.83510 0.05 0.11 0.08
N -4.11427 -4.29755 -6.12054 0.05 0.02 0.06
C -3.41217 -3.99504 -5.26020 0.11 0.06 0.11
C -2.52202 -3.63534 -4.18395 -0.14 -0.01 -0.14
C -1.68138 -4.58693 -3.61285 -0.01 -0.14 -0.06
C -0.85184 -4.19995 -2.58462 0.08 0.05 0.08
C -0.88772 -2.87416 -2.15661 -0.33 -0.16 -0.28
N -1.68447 -1.95958 -2.70135 -0.17 -0.05 -0.15
C -2.48338 -2.33295 -3.69060 0.06 0.08 -0.04
H -1.69530 -5.60683 -3.97505 0.01 0.00 0.00
H -0.19051 -4.90851 -2.10303 -0.03 0.05 0.01
H -0.28860 -2.54105 -1.33613 0.32 0.15 0.44
H -3.11666 -1.56619 -4.12698 0.01 -0.03 0.05
O 2.36866 1.60888 0.03116 0.35 -0.08 -0.07
C 3.05999 0.72628 0.53199 -0.01 0.25 0.22
C 3.55264 -0.46900 -0.24800 0.11 0.07 0.01
C 5.06440 -0.39497 -0.52130 -0.04 0.00 0.13
C 5.90794 -0.89692 0.65309 -0.07 0.04 0.01
C 5.75835 -0.07422 1.93411 -0.04 -0.01 -0.08
C 4.34194 -0.09099 2.51237 -0.09 0.01 -0.04
N 3.43200 0.81333 1.83046 0.00 -0.08 -0.08
H 2.96488 -0.48690 -1.16204 0.00 0.02 -0.03
H 3.32271 -1.38161 0.30840 -0.05 -0.04 -0.02
H 5.34180 0.63691 -0.76358 -0.01 -0.03 -0.04
H 5.29463 -0.99761 -1.40259 0.00 -0.03 0.00
H 6.96145 -0.92166 0.36137 0.01 0.01 -0.01
H 5.61323 -1.93022 0.86947 0.05 0.00 -0.01
H 6.03715 0.96628 1.73834 0.03 -0.01 0.05
H 6.44795 -0.46076 2.69008 -0.01 -0.02 -0.02
H 4.36401 0.22052 3.55462 0.00 0.02 0.02
H 3.94601 -1.11038 2.49989 -0.02 -0.05 0.03
H 2.99058 1.56053 2.34654 0.00 0.02 -0.02
```
Positions in Å, forces in eV/Å.

The value obtained for the total energy is -4413.128954 Eh. Its spin multiplicity is 1. For the HOMO-LUMO gap, the calculation gives 5.0 eV. The calculation puts the lowest unoccupied orbital energy at 0.1329 Eh. The net charge is -2.

=====

(3)
Computed, not measured: C31H33F2IrN5O2S2 as an isolated structure, with wB97M-V/def2-TZVPD.

XYZ file:
```
76
Properties=species:S:1:pos:R:3:forces:R:3
Ir -0.05095 1.07825 0.53065 1.45 0.92 2.37
C 1.00111 -2.87435 4.40487 -0.08 0.00 0.02
C -0.15363 -2.09761 5.03047 0.21 0.02 -0.06
N -1.19894 -1.76462 4.08131 -0.15 -0.30 -0.38
C -1.06801 -0.84068 3.09853 1.17 1.47 0.35
S 0.22708 0.30974 3.18855 -0.47 -0.31 -0.35
N -2.00301 -0.85504 2.17199 -1.07 -1.09 0.28
N -1.99407 0.04212 1.20458 -0.92 0.63 -1.30
C -3.00689 0.00988 0.36254 0.45 -1.06 1.64
C -4.15319 -0.94186 0.55267 -0.03 0.11 -0.18
C -3.00531 0.93998 -0.72332 0.19 1.22 -1.15
C -4.09117 1.05511 -1.61885 0.17 -0.39 0.58
C -4.12770 2.08671 -2.52352 0.28 0.36 -0.20
C -3.05818 2.98050 -2.57368 -0.30 -0.21 -0.03
C -1.98491 2.74901 -1.73501 0.06 0.13 -0.10
N -1.93371 1.75844 -0.85335 -1.01 -0.41 -0.05
H 1.76090 -3.10042 5.15340 0.01 -0.03 0.03
H 1.46273 -2.28606 3.61345 0.00 0.03 -0.01
H 0.64427 -3.81220 3.97555 0.01 -0.05 0.00
H 0.21981 -1.16740 5.45770 -0.04 -0.02 0.05
H -0.61483 -2.68205 5.82817 -0.03 0.06 0.01
H -1.86865 -2.49004 3.86762 -0.08 0.08 0.01
H -3.99504 -1.52374 1.45412 0.00 0.02 -0.04
H -4.23888 -1.62298 -0.29904 -0.07 -0.01 -0.01
H -5.09265 -0.39245 0.64280 -0.06 -0.05 -0.03
H -4.89441 0.33491 -1.56306 -0.09 0.07 0.02
H -4.97777 2.21636 -3.18027 0.00 -0.07 -0.03
H -3.05176 3.80648 -3.27005 0.04 0.05 0.03
H -1.11579 3.39488 -1.77234 0.09 -0.07 0.00
F 5.03387 2.96202 1.32911 0.04 0.02 -0.03
C 4.23476 1.91589 1.03026 -0.30 -0.11 0.15
C 2.86634 2.08580 1.09046 0.23 0.11 0.16
C 2.01047 1.03214 0.78136 -1.12 0.35 -1.24
C 2.58876 -0.22687 0.51351 0.42 0.00 0.15
C 3.97289 -0.33031 0.41402 -0.10 0.13 0.22
F 4.54422 -1.50191 0.04562 -0.03 -0.03 0.02
C 4.82481 0.72186 0.66657 0.18 0.00 -0.10
C 1.68999 -1.36561 0.41511 -0.07 0.20 -0.11
C 2.05313 -2.66360 0.76915 0.04 -0.25 -0.13
C 1.12150 -3.67769 0.70575 -0.13 0.24 -0.14
C -0.16648 -3.36342 0.28774 0.15 -0.26 -0.14
C -0.46001 -2.05607 -0.02028 -0.12 0.06 -0.18
N 0.42306 -1.05425 0.05772 0.11 -0.07 0.84
H 2.49334 3.05428 1.39213 0.04 0.04 -0.11
H 5.89567 0.61228 0.58248 0.00 0.00 0.00
H 3.05504 -2.86675 1.11168 0.04 0.06 -0.05
H 1.39257 -4.69360 0.95938 -0.01 -0.01 0.09
H -0.93070 -4.12248 0.19875 -0.03 0.03 -0.02
H -1.45196 -1.79330 -0.35764 -0.03 0.06 0.08
C -0.21199 1.32930 -4.06167 0.15 0.00 0.33
S 0.56920 0.78356 -2.48579 -0.29 -0.35 -1.26
O 1.98598 1.17851 -2.57627 0.45 0.23 0.09
C 0.52315 -0.96023 -2.98322 -0.07 0.05 0.20
C -0.67586 -1.61150 -3.23796 -0.04 0.04 0.00
C -0.66663 -2.96546 -3.53451 -0.05 0.01 0.00
C 0.53268 -3.66437 -3.55247 0.08 -0.03 0.01
C 1.72619 -3.00393 -3.29632 -0.07 -0.07 0.00
C 1.72378 -1.64604 -3.01388 0.06 0.12 0.06
H 0.32568 0.89499 -4.90134 0.06 0.00 0.03
H -0.15312 2.41505 -4.08796 -0.01 0.05 0.02
H -1.25358 1.01299 -4.05758 -0.04 0.03 -0.04
H -1.61332 -1.06714 -3.19293 -0.03 -0.04 0.00
H -1.59536 -3.48161 -3.74284 -0.02 0.02 0.02
H 0.53552 -4.72743 -3.75526 0.00 0.00 -0.04
H 2.66191 -3.54679 -3.30516 0.02 -0.02 -0.01
H 2.63780 -1.10461 -2.80195 0.01 0.00 0.01
C 1.05940 5.06832 0.20161 -0.24 0.50 -0.02
O 0.46837 3.78009 -0.01387 -0.34 0.16 0.16
C -0.07031 3.05792 0.95073 1.69 -2.40 -0.30
C -0.20872 3.67209 2.29789 -0.26 0.57 -0.13
H 0.28765 5.82315 0.36585 0.05 -0.01 0.00
H 1.60367 5.30231 -0.70887 -0.03 -0.10 -0.01
H 1.75218 5.06416 1.04165 -0.02 -0.10 -0.04
H 0.04588 4.73179 2.32374 -0.09 -0.02 0.10
H 0.41954 3.13466 3.00904 -0.04 -0.17 -0.10
H -1.23743 3.55092 2.63996 0.01 -0.16 0.02
```
Positions in Å, forces in eV/Å.

The value obtained for the total energy is -2725.678118 Eh. Its spin multiplicity is 2. Its expectation value of S² is 0.758. For the HOMO-LUMO gap (alpha / beta), the calculation gives 5.9 / 6.2 eV. The calculation puts the lowest unoccupied orbital energy (alpha / beta) at -0.0042 / -0.0046 Eh.